Here is C15H18N2O4S in the gas phase at a distorted geometry from the Open Molecules 2025 dataset. Energies are from ωB97M-V/def2-TZVPD.

Its LUMO energy is 0.0007 hartree. Its SMILES is CNC(=O)c1sc(-c2cc(OC)c(OC)c(OC)c2)nc1C. For the HOMO energy, the calculation gives -0.2878 Eh.

The geometry in XYZ format:
```
40
C15H18N2O4S, DFT ωB97M-V/def2-TZVPD
C 4.4891 -1.8493 -3.7947
N 3.9762 -1.3189 -2.5416
C 3.9735 0.0627 -2.2369
O 4.5697 0.9271 -2.8424
C 3.0943 0.4781 -1.1458
S 1.4702 0.6653 -1.6269
C 0.9403 0.6150 0.0372
C -0.4570 0.3754 0.3411
C -0.9578 -0.0446 1.5722
C -2.1787 -0.3586 1.9258
O -2.5805 -0.7634 3.2020
C -1.6826 -1.5062 4.0891
C -3.1488 -0.0572 0.9532
O -4.4975 0.0554 1.3023
C -4.9270 1.1569 2.0867
C -2.7944 0.3635 -0.4165
O -3.8320 0.6709 -1.2354
C -3.5836 1.2701 -2.5347
C -1.4329 0.5731 -0.6075
N 1.9611 0.4317 0.8342
C 3.1692 0.5228 0.2356
C 4.4141 0.3538 1.0881
H 5.4515 -2.3191 -3.5979
H 3.8244 -2.6702 -4.1189
H 4.6634 -1.0147 -4.4145
H 3.1453 -1.7171 -2.1983
H -0.1698 -0.1342 2.2946
H -0.6062 -1.5210 3.7772
H -1.8569 -1.1163 5.1126
H -1.9245 -2.5608 3.9922
H -4.7514 0.9103 3.1651
H -4.3376 1.9777 1.8551
H -6.0095 1.3247 1.8657
H -3.0533 2.2239 -2.4917
H -4.4414 1.2984 -3.0957
H -2.8934 0.6050 -3.0782
H -1.1532 0.9503 -1.5562
H 4.7921 -0.6837 0.9618
H 4.2423 0.6863 2.1237
H 5.0932 1.1367 0.7187
```